# 1
8
Properties=species:S:1:pos:R:3 method="wB97M-V/def2-TZVPD" multiplicity=1 lumo_energy_ev="-0.3749 / -1.0591" homo_lumo_gap_ev="8.13 / 6.82" charge=0
C -0.1596 0.0293 -0.6298
C -1.3152 -0.3470 0.2228
P 0.3687 1.7369 0.0612
Br -3.0455 0.1421 -0.0048
H 0.7614 -0.5163 -0.6255
H -0.4923 0.0183 -1.7319
H -0.9606 -0.4190 1.2724
H 1.0574 0.8014 0.9780

***

# 2
8
Properties=species:S:1:pos:R:3 method="wB97M-V/def2-TZVPD" multiplicity=1 lumo_energy_ev="-2.4979 / -2.4978" homo_lumo_gap_ev="8.16 / 8.17" charge=0
C 1.7450 0.2650 -0.1108
C 0.5441 -0.4094 0.3051
N 2.7911 0.7107 -0.2894
O -1.4364 -1.2261 -0.5991
O -0.1934 -0.7546 -0.7290
Cl -1.7826 1.6854 0.0298
Cl 0.2878 -0.7718 1.9580
H -1.9557 0.5009 -0.5645

***

# 3
130
Properties=species:S:1:pos:R:3 method="wB97M-V/def2-TZVPD" multiplicity=1 lumo_energy_ev=-2.3854 homo_lumo_gap_ev=8.83 charge=+1
C 1.2362 -2.6651 3.1002
C -0.1680 -2.0139 2.9439
C -0.6097 -1.0593 3.8708
C -1.8697 -0.4901 3.7563
C -2.6828 -0.8427 2.6945
C -2.2408 -1.7822 1.7825
C -0.9973 -2.3996 1.8856
C -0.5592 -3.4784 0.8763
C 0.3428 -2.8777 -0.1752
N 1.6535 -2.5986 -0.0302
C 2.1279 -2.0910 -1.1610
N 3.4014 -1.6878 -1.3307
P 4.4815 -1.8319 0.0628
N 5.2538 -3.1826 0.0503
C 3.9568 -1.1215 -2.5510
C 3.4327 0.2972 -2.7887
F 3.8276 -1.9537 -3.6394
N 1.1298 -2.0454 -2.0853
O 1.0907 -1.6339 -3.3576
C 1.0265 -2.7510 -4.2743
C 1.3046 -2.3016 -5.7256
N 0.9745 -0.9083 -5.9615
C 1.3282 -0.5362 -7.3359
C 1.8139 0.9202 -7.4278
C 3.0931 1.1423 -6.5793
O 0.7745 1.7785 -6.9654
N 0.0317 -2.5177 -1.4349
P -1.6416 -2.7060 -1.9686
C -2.0209 -4.4249 -2.5172
C -2.0786 -1.4654 -3.2469
H 1.8294 -2.6156 2.1879
H 1.7633 -2.1471 3.9110
H 1.0426 -3.7104 3.3823
H -0.0006 -0.7550 4.7203
H -2.1544 0.2248 4.5245
H -3.6732 -0.3742 2.6412
H -2.9318 -2.0154 0.9693
H 0.0004 -4.2740 1.3837
H -1.4679 -3.9109 0.4555
H 5.2899 -0.6736 -0.0342
H 3.6656 -1.6232 1.1896
H 6.2476 -2.9636 -0.0019
H 5.0359 -1.0188 -2.3646
H 2.3430 0.3858 -2.7637
H 3.8086 0.8979 -1.9452
H 3.8713 0.7569 -3.6811
H 1.7568 -3.5277 -4.0099
H 0.0426 -3.2420 -4.2659
H 2.3493 -2.5704 -5.9684
H 0.6673 -2.9191 -6.3774
H 1.4062 -0.2966 -5.2791
H 2.1330 -1.1567 -7.7707
H 0.4243 -0.6749 -7.9489
H 2.0927 1.1295 -8.4710
H 2.7478 1.4171 -5.5716
H 3.7064 1.9615 -6.9667
H 3.7094 0.2346 -6.5143
H 0.6634 2.4491 -7.6530
H -1.7358 -5.1074 -1.7060
H -1.4830 -4.7294 -3.4250
H -3.1027 -4.5285 -2.6566
H -1.7829 -1.7313 -4.2719
H -1.5352 -0.5426 -2.9936
H -3.1470 -1.2324 -3.2227
C 2.7184 2.5099 6.1209
C 4.0212 2.0775 6.7567
O 3.9238 0.6475 6.8282
S 3.0729 0.1002 5.5923
O 3.9770 -0.3245 4.5826
O 2.0277 -0.7358 6.0653
O 2.4463 1.5052 5.1329
H 1.8990 2.5113 6.8428
H 2.7918 3.4897 5.6561
H 4.1677 2.5002 7.7436
H 4.8759 2.3280 6.1257
C -8.4967 0.0475 1.9090
C -7.5746 -0.9126 2.6287
O -6.4146 -0.9922 1.7848
S -6.1868 0.4198 1.0581
O -5.2108 1.1507 1.7872
O -6.0688 0.1877 -0.3357
O -7.6264 1.0488 1.3602
H -9.0164 -0.4423 1.0834
H -9.2251 0.5018 2.5754
H -8.0173 -1.8952 2.7650
H -7.2641 -0.5178 3.5989
C 8.3423 -0.7822 9.2107
C 7.6735 -1.5233 8.0735
O 6.7245 -0.5885 7.5451
S 7.2994 0.9004 7.7014
O 7.8870 1.2889 6.4718
O 6.3189 1.6908 8.3576
O 8.4722 0.5654 8.7411
H 7.7152 -0.7738 10.1045
H 9.3176 -1.1933 9.4578
H 7.1741 -2.4306 8.4023
H 8.3866 -1.7674 7.2829
C -4.1717 0.4893 6.5520
C -5.4710 0.9887 5.9580
O -6.4799 0.1799 6.5701
S -6.0218 -0.2027 8.0682
O -6.6340 0.6965 8.9732
O -6.1152 -1.6074 8.2138
O -4.4722 0.2072 7.9204
H -3.8483 -0.4382 6.0734
H -3.3772 1.2291 6.4842
H -5.5011 0.8867 4.8749
H -5.6582 2.0303 6.2290
C -2.4806 2.8515 -2.6993
C -2.1089 2.5808 -1.2611
O -0.9692 3.4196 -1.0378
S -1.1019 4.7630 -1.9177
O -1.6306 5.7952 -1.1071
O 0.0943 4.9174 -2.6590
O -2.2630 4.2460 -2.9076
H -1.8121 2.2943 -3.3626
H -3.5150 2.6004 -2.9226
H -1.8684 1.5348 -1.0845
H -2.8912 2.8893 -0.5638
C -3.0233 4.7125 -9.5726
C -2.7984 3.3146 -9.0379
O -1.4910 2.9580 -9.5040
S -0.5738 4.2746 -9.5744
O 0.2072 4.3390 -8.3855
O 0.0016 4.3515 -10.8632
O -1.7484 5.3565 -9.4582
H -3.3044 4.6961 -10.6274
H -3.7751 5.2570 -9.0070
H -3.5389 2.6050 -9.3970
H -2.7844 3.3037 -7.9455

***

# 4
130
Properties=species:S:1:pos:R:3 method="wB97M-V/def2-TZVPD" multiplicity=1 lumo_energy_ev=-0.9073 homo_lumo_gap_ev=8.67 charge=0 smiles="O=[N+]([O-])c1ccccc1.O=[N+]([O-])c1ccccc1.O=[N+]([O-])c1ccccc1.O=[N+]([O-])c1ccccc1.O=[N+]([O-])c1ccccc1.O=[N+]([O-])c1ccccc1.O=[N+]([O-])c1ccccc1.ClCCCl.ClCCCl.ClCCCl.ClCCCl"
O -0.2172 -5.6635 -5.5480
N -0.1398 -4.4766 -5.2608
O -0.4465 -3.9617 -4.1633
C 0.4015 -3.5530 -6.2638
C 0.3017 -2.2030 -6.0126
C 0.6406 -1.3046 -7.0139
C 1.2484 -1.7775 -8.1734
C 1.3652 -3.1367 -8.4036
C 0.9100 -4.0371 -7.4461
H -0.1054 -1.8124 -5.0889
H 0.4030 -0.2657 -6.8315
H 1.7082 -1.0732 -8.8608
H 1.8535 -3.5108 -9.2930
H 1.0151 -5.1117 -7.5558
O 1.7335 -1.8350 2.0381
N 2.6106 -1.6440 2.8589
O 3.7932 -1.6202 2.6153
C 2.2048 -1.4031 4.2299
C 3.1760 -1.2711 5.2036
C 2.7480 -1.1465 6.4949
C 1.4054 -1.1501 6.8306
C 0.4537 -1.2279 5.8382
C 0.8781 -1.4233 4.5461
H 4.2224 -1.3085 4.9467
H 3.4681 -1.0178 7.2964
H 1.0652 -1.0261 7.8501
H -0.6099 -1.2219 6.0244
H 0.1725 -1.4889 3.7244
O 1.7318 2.8392 -1.5459
N 1.1782 3.8833 -1.3982
O 0.3809 4.3356 -2.1782
C 1.5104 4.6885 -0.2226
C 2.4363 4.2239 0.6822
C 2.7239 4.9613 1.7848
C 2.0022 6.1128 2.0381
C 1.0757 6.5783 1.1221
C 0.8431 5.8831 -0.0303
H 2.8360 3.2359 0.4883
H 3.4435 4.6171 2.5156
H 2.1531 6.6097 2.9897
H 0.5814 7.5329 1.2394
H 0.1931 6.3342 -0.7622
O 2.5126 -4.6071 -1.6152
N 2.7153 -4.0789 -2.6730
O 2.5933 -4.6178 -3.7611
C 3.2029 -2.7048 -2.6775
C 3.3486 -2.0330 -3.8812
C 3.8663 -0.7543 -3.8685
C 4.2354 -0.1722 -2.6698
C 3.9926 -0.8061 -1.4668
C 3.4737 -2.0790 -1.4745
H 3.1799 -2.5835 -4.8005
H 3.9352 -0.2045 -4.7971
H 4.6852 0.8120 -2.6883
H 4.1526 -0.3218 -0.5153
H 3.2192 -2.5901 -0.5546
O 4.2732 1.5809 1.6046
N 3.4429 1.6517 2.5047
O 2.2867 1.4204 2.3309
C 3.9312 1.9922 3.8277
C 3.0003 2.1107 4.8471
C 3.4671 2.3577 6.1184
C 4.8197 2.6124 6.3297
C 5.7092 2.5832 5.2604
C 5.2620 2.3115 3.9887
H 1.9466 1.9975 4.6297
H 2.7327 2.4335 6.9111
H 5.1078 3.0336 7.2863
H 6.7462 2.8552 5.4064
H 5.9224 2.3621 3.1350
O -2.2678 -5.6610 4.7161
N -1.7198 -4.7725 4.1379
O -1.2155 -3.8264 4.6745
C -1.6132 -4.8820 2.6968
C -0.8695 -3.9499 2.0158
C -0.8356 -4.0035 0.6425
C -1.4421 -5.0639 -0.0395
C -2.1098 -6.0372 0.6875
C -2.1821 -5.9654 2.0607
H -0.3907 -3.1171 2.5065
H -0.4185 -3.2311 0.0055
H -1.3826 -5.0818 -1.1212
H -2.5813 -6.8255 0.1112
H -2.8415 -6.6639 2.5574
O -2.6884 2.1624 -2.3393
N -2.2236 2.7612 -3.2586
O -1.5183 2.2724 -4.0932
C -2.5617 4.1639 -3.3788
C -3.5766 4.6839 -2.5993
C -4.0017 5.9813 -2.8028
C -3.2520 6.7951 -3.6544
C -2.1995 6.2641 -4.3841
C -1.8560 4.9344 -4.2733
H -4.0887 4.0073 -1.9239
H -4.8745 6.4185 -2.3389
H -3.5767 7.8124 -3.8344
H -1.6513 6.9454 -5.0244
H -1.0889 4.5038 -4.8973
Cl -3.1903 -0.7426 4.4545
C -3.6462 -1.8272 3.1329
C -4.9021 -1.3884 2.4146
Cl -6.3157 -1.2795 3.5166
H -3.7619 -2.8366 3.5169
H -2.8436 -1.8224 2.3860
H -5.1511 -2.0945 1.6345
H -4.7682 -0.3856 2.0176
Cl -4.3176 3.9296 3.3424
C -4.2471 2.4385 2.3930
C -3.5945 2.6877 1.0689
Cl -1.9224 3.2282 1.2716
H -5.2323 2.0052 2.2512
H -3.6332 1.7250 2.9338
H -4.2069 3.3847 0.5051
H -3.5228 1.7445 0.5284
Cl -5.4600 -4.2120 -0.2228
C -5.4157 -3.6028 -1.9128
C -4.3024 -2.6324 -2.0925
Cl -4.4924 -1.1372 -1.1666
H -6.3884 -3.1836 -2.1491
H -5.2725 -4.4934 -2.5180
H -4.0804 -2.4107 -3.1380
H -3.3560 -3.0602 -1.7543
Cl -1.6095 -0.5248 0.5914
C -0.0637 -0.0264 -0.1593
C -0.2040 0.0940 -1.6679
Cl -1.0982 -1.3194 -2.3075
H 0.7093 -0.7248 0.1241
H 0.1635 0.9498 0.2642
H 0.7539 0.1638 -2.1816
H -0.7103 1.0034 -1.9684

***

# 5
55
Properties=species:S:1:pos:R:3 method="wB97M-V/def2-TZVPD" multiplicity=1 lumo_energy_ev=0.4273 homo_lumo_gap_ev=7.96 charge=0
Au 0.3873 0.2871 -0.2527
F -6.2423 0.7023 -0.1112
C -4.9164 0.9664 -0.1494
F -4.6795 1.5360 -1.3404
F -4.6863 1.8939 0.7933
C -4.1076 -0.2849 0.0733
C -4.7763 -1.4737 0.2856
C -4.0623 -2.6402 0.5025
C -2.6860 -2.5481 0.4825
N -2.0176 -1.4166 0.2670
C -2.6905 -0.2687 0.0627
S -1.7902 1.2034 -0.2322
H -5.8570 -1.4889 0.2699
H -4.5607 -3.5832 0.6781
H -2.0707 -3.4296 0.6490
C 5.4872 1.3588 0.2152
Si 5.0333 -0.1089 -0.8370
C 6.2362 -1.4945 -0.5118
C 5.0829 0.3638 -2.6378
Sb 2.6717 -0.9066 -0.2490
Si 2.8192 -1.6884 2.1835
C 3.1310 -0.1443 3.1819
C 1.1374 -2.3874 2.5790
C 4.1543 -2.9525 2.5081
Si 2.3313 -3.0006 -1.6802
C 2.2253 -2.3993 -3.4456
C 3.7245 -4.2420 -1.5532
C 0.7138 -3.7485 -1.1426
H 6.4749 1.7251 -0.0855
H 5.5346 1.0943 1.2749
H 4.7702 2.1766 0.1004
H 7.2483 -1.1619 -0.7672
H 6.0081 -2.3802 -1.1098
H 6.2322 -1.7895 0.5410
H 6.0758 0.7525 -2.8890
H 4.3449 1.1376 -2.8671
H 4.8847 -0.4951 -3.2834
H 2.3680 0.6090 2.9640
H 4.1090 0.2913 2.9592
H 3.0951 -0.3650 4.2543
H 0.3469 -1.7455 2.1743
H 1.0016 -2.4652 3.6632
H 1.0131 -3.3867 2.1474
H 5.1509 -2.5087 2.4354
H 4.1015 -3.7892 1.8056
H 4.0387 -3.3541 3.5206
H 3.2006 -2.0489 -3.7940
H 1.5133 -1.5748 -3.5451
H 1.9028 -3.2106 -4.1072
H 4.5869 -3.9094 -2.1371
H 3.3934 -5.2020 -1.9632
H 4.0523 -4.4090 -0.5228
H -0.0682 -2.9814 -1.1113
H 0.7934 -4.1882 -0.1425
H 0.4050 -4.5343 -1.8392

***

# 6
12
Properties=species:S:1:pos:R:3 method="wB97M-V/def2-TZVPD" multiplicity=1 lumo_energy_ev=0.9860 homo_lumo_gap_ev=10.15 charge=0 smiles="C=C1COCO1"
C 2.1567 -0.0655 0.0201
C 0.8238 -0.0858 -0.0774
C -0.0784 1.1923 0.1014
O -1.3725 0.6487 -0.2900
C -1.3131 -0.6098 0.2405
O -0.0725 -1.1622 -0.1473
H 2.8360 -0.9698 -0.0310
H 2.5900 0.9455 0.1992
H 0.2200 1.9845 -0.6336
H -0.0896 1.4242 1.2214
H -2.0407 -1.2565 -0.2861
H -1.4900 -0.6079 1.3199